w) Entry from the Open Molecules 2025 dataset: 3 unconnected molecules or ions with the total composition C3H13NO3 (ωB97M-V/def2-TZVPD).

Output
SMILES: C[C@H](O)CN.O.O
HOMO energy: -9.10 eV
HOMO-LUMO gap: 0.362 Eh
LUMO energy: 0.75 eV
Net charge: 0

Element x y z (Å)
C -0.29132 2.47615 -2.31210
C 0.18826 1.22159 -1.59776
O 0.25901 0.17722 -2.55135
C -0.72301 0.83681 -0.41492
N -0.71558 -0.60078 -0.18521
H 0.48948 2.83550 -2.96376
H -1.19447 2.22283 -2.86940
H -0.48802 3.27058 -1.57989
H 1.18728 1.41706 -1.18488
H 0.36239 -0.62283 -2.01310
H -0.31471 1.31934 0.45840
H -1.73058 1.23375 -0.55030
H -1.35874 -1.05123 -0.80632
H -0.65257 -0.87831 0.77287
O -0.14048 -3.11830 4.43266
H -0.00460 -2.87158 5.35111
H -1.07295 -3.14497 4.21500
O 1.70992 -1.55479 1.38456
H 2.48903 -1.54521 1.94624
H 2.00167 -1.62281 0.46812


x) Entry from the Open Molecules 2025 dataset: 3 unconnected molecules or ions with the total composition C3H13NO3 (ωB97M-V/def2-TZVPD).

Output
SMILES: NCCCO.O.O
HOMO energy: -9.25 eV
HOMO-LUMO gap: 0.361 Eh
LUMO energy: 0.57 eV
Net charge: 0

Element x y z (Å)
N 0.85205 3.00599 1.18174
C 1.00188 1.72492 1.79976
C 1.17950 0.49303 0.89513
C 1.65502 -0.68437 1.72356
O 1.09631 -1.93089 1.27594
H 0.03145 3.12680 0.61333
H 1.66101 3.26654 0.64367
H 1.89262 1.76112 2.43068
H 0.17733 1.57954 2.50122
H 1.83981 0.78937 0.06653
H 0.25041 0.18479 0.40842
H 1.21368 -0.54967 2.71250
H 2.73311 -0.83140 1.83421
H 1.49031 -2.09809 0.40409
O -1.15145 -3.15900 -1.26274
H -0.88232 -3.95435 -1.74205
H -0.30923 -2.86759 -0.86228
O -4.83547 0.03963 -5.27078
H -5.56222 -0.37981 -4.78553
H -4.33379 0.48343 -4.56742


Energy ordering: w) at the bottom, the next structure 0.335 eV above.


w) Entry from the Open Molecules 2025 dataset: 4 unconnected molecules or ions with the total composition C3H13NO3 (ωB97M-V/def2-TZVPD).

Output
SMILES: C=CNC.O.O.O
HOMO energy: -8.09 eV
HOMO-LUMO gap: 0.321 Eh
LUMO energy: 0.65 eV
Net charge: 0

Element x y z (Å)
C -0.26042 1.67863 1.10195
C -1.39323 1.60752 0.39697
N -1.57450 0.95682 -0.80658
C -2.85883 0.33138 -1.06162
H 0.61024 1.09899 0.85414
H -0.31761 2.30231 1.98680
H -2.31932 2.01724 0.78613
H -0.83074 0.36082 -1.13920
H -3.61042 0.70538 -0.36459
H -2.86353 -0.74598 -0.84677
H -3.21218 0.45604 -2.08353
O 0.35331 -2.20693 1.47799
H 0.73931 -2.14313 2.35517
H -0.30882 -1.52165 1.34868
O 1.16228 -0.07024 -1.37587
H 0.95315 0.86702 -1.41183
H 2.05102 -0.17715 -1.00813
O 3.60213 -1.33879 0.20770
H 2.84513 -1.72610 0.66998
H 3.79541 -2.00579 -0.46116


x) Entry from the Open Molecules 2025 dataset: 4 unconnected molecules or ions with the total composition C3H13NO3 (ωB97M-V/def2-TZVPD).

Output
SMILES: C=C(C)N.O.O.O
HOMO energy: -8.48 eV
HOMO-LUMO gap: 0.334 Eh
LUMO energy: 0.62 eV
Net charge: 0

Element x y z (Å)
C -0.47124 0.15612 -1.29330
C -1.61786 0.90280 -1.22868
C -1.66028 2.22774 -1.90351
N -2.83005 0.45593 -0.45101
H -0.46428 -0.80908 -0.84422
H 0.17735 0.39265 -1.97605
H -2.42544 2.30290 -2.69057
H -0.70178 2.66038 -2.30739
H -1.91705 3.00774 -1.20908
H -3.48451 1.13712 -0.17004
H -2.46354 -0.15648 0.30303
O 1.83418 -0.62618 0.08543
H 1.00105 -0.16535 0.36645
H 2.25628 -1.04443 0.87612
O 1.90426 -1.25406 6.38139
H 1.88828 -2.20713 6.61225
H 2.80249 -0.96976 6.47174
O 1.79436 -2.11124 -2.46309
H 2.56534 -2.45732 -2.68376
H 1.81244 -1.44236 -1.87573


y) Entry from the Open Molecules 2025 dataset: 4 unconnected molecules or ions with the total composition C3H13NO3 (ωB97M-V/def2-TZVPD).

Output
SMILES: C=CCN.O.O.O
HOMO energy: -9.39 eV
HOMO-LUMO gap: 0.363 Eh
LUMO energy: 0.50 eV
Net charge: 0

Element x y z (Å)
C 0.43732 1.96296 0.04603
C 1.25219 1.30349 0.82730
C 2.35192 0.27562 0.38028
N 2.51841 -0.87188 1.18588
H -0.07072 2.88810 0.19940
H 0.17847 1.58353 -0.99416
H 1.08138 1.15250 1.93813
H 3.33637 0.85204 0.35495
H 2.08531 0.12050 -0.73820
H 2.81164 -1.58608 0.55472
H 3.18984 -0.82079 1.97928
O -2.70873 0.67002 -2.18615
H -3.04263 0.14467 -1.43237
H -1.83860 0.59875 -1.85174
O -2.88756 -0.65010 0.34479
H -3.47384 -1.31367 0.70117
H -2.05820 -1.12909 0.24550
O -0.00173 -1.72548 -0.26263
H 0.52960 -1.37067 0.55909
H 0.17813 -2.62456 -0.50660


Energy ordering: w) at the bottom, the next structure 0.965 eV above.


w) Entry from the Open Molecules 2025 dataset: a single C8H11Cl molecule (ωB97M-V/def2-TZVPD).

Output
HOMO energy (spin up / spin down): -7.57 / -7.69 eV
HOMO-LUMO gap (spin up / spin down): 0.280 / 0.275 Eh
LUMO energy (spin up / spin down): 0.06 / -0.21 eV
Net charge: 0

Element x y z (Å)
C -1.83798 -1.39989 -0.91177
C -1.87172 -0.26565 -0.41486
C -0.45064 0.62305 1.39740
C -1.40408 0.84217 0.25211
C 0.81950 0.26667 0.59095
C -1.54963 2.24323 -0.31915
C 2.42322 -1.54134 -0.34385
C 1.02907 -1.10402 0.13675
Cl 1.32439 1.54965 -0.55740
H -1.68454 -2.22444 -1.48559
H -0.36126 1.49905 1.94598
H -0.75101 -0.31039 2.01330
H -0.70781 2.81962 0.01984
H -2.51148 2.66466 -0.08930
H -1.40686 2.33754 -1.31274
H 3.05867 -1.38724 0.50139
H 2.72534 -0.90738 -1.08683
H 2.47578 -2.62279 -0.72318
H 0.55441 -1.62483 0.98173
H 0.12663 -1.45768 -0.59477


x) Entry from the Open Molecules 2025 dataset: a single C8H11Cl molecule (ωB97M-V/def2-TZVPD).

Output
HOMO energy: -9.24 eV
HOMO-LUMO gap: 0.376 Eh
LUMO energy: 0.98 eV
Net charge: 0

Element x y z (Å)
C 0.15731 1.56002 -0.09557
C 2.65568 1.44586 0.23124
C 0.30944 0.27959 -0.27845
C 2.38850 0.20094 0.01315
C 1.41162 2.35342 0.28524
C -0.03533 -1.94161 0.76155
C -1.95898 -0.68667 -0.35991
C -0.43747 -0.97734 -0.36382
Cl 3.42391 -1.14100 -0.33380
H -0.87802 2.06152 0.05414
H 3.70541 1.89798 0.26659
H 1.36923 3.28164 -0.40567
H 1.49601 2.78409 1.39642
H 0.11277 -1.44325 1.88300
H 1.00981 -2.17155 0.52073
H -0.56300 -2.86706 0.75648
H -2.38032 -1.58000 -0.51507
H -2.20669 0.01732 -1.05117
H -2.16460 -0.34154 0.61709
H -0.29888 -1.43569 -1.31467


Energy ordering: x) at the bottom, the next structure 1.466 eV above.